The molecule C4H6N2O3 in a non-equilibrium geometry. Source: OMol25; level of theory: ωB97M-V with the def2-TZVPD basis set.

CARTESIAN COORDINATES (ANGSTROEM)
H: 1.01299 -1.91958 2.02088
N: 1.85049 -1.67931 1.34181
C: 1.25617 -0.68031 0.69989
O: 1.98778 0.12787 -0.09611
N: 1.14369 0.76221 -0.98521
C: -0.16866 0.53194 -0.54964
C: -1.32880 1.20138 -1.11100
O: -2.60339 0.59675 -1.13505
C: -0.09276 -0.16871 0.57521
O: -1.21944 -0.67290 1.39701
H: 1.27306 0.67229 -1.92308
H: -1.19846 1.48378 -2.22845
H: -1.50329 2.29738 -0.67079
H: -2.75859 -0.19937 -0.30164
H: -1.10029 -1.63434 1.59327

Net charge: 0
Energy relative to the best compared isomer or geometry (same formula, charge and spin): 5.7381 eV
Structure (SMILES): [H]/N=c1/o[nH]c(CO)c1O

Now the Mulliken charges, all in e:
1. H 0.20
2. N -0.72
3. C 0.33
4. O -0.25
5. N -0.10
6. C -0.02
7. C -0.37
8. O -0.55
9. C 0.67
10. O -0.57
11. H 0.23
12. H 0.26
13. H 0.20
14. H 0.38
15. H 0.32